Record 1
{"formula": "C38H34Br3N7O14", "method": "wB97M-V/def2-TZVPD", "homo_ev": -9.5, "orbital_gap_ev": 8.344, "e_tot_ha": -10626.39618, "species": ["C", "N", "O", "O", "H", "H", "H", "C", "C", "C", "C", "C", "C", "N", "O", "O", "H", "H", "H", "H", "H", "C", "C", "C", "C", "C", "C", "N", "O", "O", "H", "H", "H", "H", "H", "C", "C", "C", "C", "C", "C", "N", "O", "O", "H", "H", "H", "H", "H", "C", "C", "C", "C", "C", "C", "N", "O", "O", "H", "H", "H", "H", "H", "C", "C", "C", "C", "C", "C", "N", "O", "O", "H", "H", "H", "H", "H", "C", "C", "C", "C", "C", "C", "N", "O", "O", "H", "H", "H", "H", "H", "C", "Br", "Br", "Br", "H"], "xyz": [[0.86165, 0.49418, -0.90083], [0.07189, -0.09629, 0.19200], [-0.94172, -0.65431, -0.15733], [0.44902, 0.19800, 1.35593], [0.85332, 1.57371, -0.75029], [0.57678, 0.26907, -1.92859], [1.88184, 0.11452, -0.84465], [0.90094, 4.34708, -2.75813], [1.12253, 5.70438, -2.51613], [2.43098, 6.08057, -2.25722], [3.53793, 5.17233, -2.41828], [3.23234, 3.83281, -2.72878], [1.92716, 3.43072, -2.85930], [4.91223, 5.63914, -2.19864], [5.81128, 4.92318, -2.65621], [5.22017, 6.66549, -1.61386], [-0.11950, 4.13243, -3.03923], [0.30391, 6.40881, -2.50919], [2.61400, 7.09992, -1.95090], [4.00407, 3.09145, -2.87443], [1.77621, 2.38818, -3.09749], [-4.53869, -0.92893, -5.29497], [-4.61729, -0.25690, -4.06294], [-3.57999, 0.46895, -3.58861], [-2.42046, 0.66061, -4.40170], [-2.27042, -0.06815, -5.55575], [-3.36291, -0.85848, -6.01439], [-1.26707, 1.46097, -3.95702], [-0.35361, 1.80167, -4.76542], [-1.25359, 1.86916, -2.81836], [-5.43605, -1.40870, -5.65688], [-5.53681, -0.19340, -3.50006], [-3.65167, 0.98521, -2.64271], [-1.41681, -0.02367, -6.21588], [-3.41398, -1.38349, -6.95680], [1.95861, 2.56856, 4.76153], [3.17349, 3.20539, 4.95546], [3.67308, 3.99932, 3.95966], [2.97634, 4.27750, 2.83983], [1.75318, 3.61822, 2.62185], [1.22280, 2.78834, 3.58054], [3.53519, 5.22099, 1.74658], [4.37400, 6.01950, 2.14349], [3.15223, 5.07323, 0.57386], [1.59009, 1.76795, 5.38571], [3.72427, 3.09704, 5.87812], [4.68152, 4.37702, 4.04211], [1.31254, 3.78408, 1.64988], [0.32128, 2.19439, 3.55065], [1.86871, -7.18692, 0.60901], [2.69003, -6.64975, 1.60511], [2.94759, -5.29652, 1.51062], [2.60783, -4.55013, 0.37711], [1.83156, -5.15344, -0.63208], [1.39563, -6.42252, -0.46309], [3.02021, -3.12255, 0.31944], [2.60980, -2.45172, -0.62001], [3.80207, -2.63451, 1.11365], [1.59475, -8.21631, 0.78706], [2.95000, -7.27061, 2.44971], [3.66165, -4.92748, 2.23196], [1.50050, -4.60646, -1.50249], [0.79186, -6.87736, -1.23445], [0.75400, -3.94415, 3.24449], [0.61954, -2.61035, 3.52855], [-0.67255, -2.05967, 3.36318], [-1.73436, -2.75457, 2.84850], [-1.53768, -4.13093, 2.44548], [-0.32715, -4.70911, 2.72530], [-3.01826, -2.14136, 2.81317], [-3.15309, -1.06185, 3.40458], [-3.97748, -2.76720, 2.35114], [1.59729, -4.59685, 3.41548], [1.46141, -2.01275, 3.84561], [-0.78318, -1.02690, 3.65908], [-2.32992, -4.71144, 1.99629], [-0.15321, -5.73455, 2.43443], [-5.31887, -1.50381, -0.36882], [-6.42415, -1.96679, 0.24072], [-6.85903, -1.35630, 1.40543], [-6.14513, -0.24151, 1.89151], [-5.03098, 0.24259, 1.20637], [-4.57905, -0.39811, 0.03670], [-6.53404, 0.35906, 3.17836], [-7.48191, -0.11514, 3.78781], [-5.90661, 1.37579, 3.50839], [-4.93551, -2.08771, -1.19254], [-6.98940, -2.81723, -0.11091], [-7.68445, -1.75706, 1.97504], [-4.40864, 1.08261, 1.47743], [-3.75294, -0.05421, -0.56801], [5.32561, 0.68128, -1.70867], [6.67870, 1.70486, -2.65867], [3.88967, 0.11329, -2.94490], [4.59835, 1.69236, -0.12818], [5.78412, -0.25814, -1.39986]], "forces_ev_per_angstrom": [[1.69, 0.35, -0.51], [0.40, 1.64, 0.67], [-0.18, -0.60, 1.09], [-1.10, -1.23, -2.26], [0.08, -0.12, 0.06], [-0.89, -0.28, 0.52], [0.01, 0.19, 0.54], [-1.02, 0.93, -0.84], [1.25, -1.16, 0.31], [1.58, -0.05, -0.14], [-2.73, 0.59, 0.41], [1.41, 1.01, 0.32], [-0.18, -0.02, -0.04], [2.40, -0.40, -0.31], [-1.19, -0.21, -0.02], [-1.78, -0.13, -0.10], [-0.03, -0.73, 0.25], [0.08, 0.05, 0.13], [0.36, 0.07, -0.07], [0.25, 0.22, 0.05], [-0.39, 0.03, -0.06], [0.13, 0.82, 0.84], [-0.80, -0.29, -0.48], [2.07, 1.50, -0.17], [-0.11, -1.31, 0.41], [-1.19, -0.71, -1.38], [-0.35, 0.27, 0.44], [1.76, 1.81, -1.22], [-2.27, -1.50, 1.10], [-0.52, -0.40, 0.46], [0.17, -0.27, -0.21], [-0.13, -0.44, 0.05], [0.05, 0.10, -0.02], [0.27, 0.30, 0.37], [0.81, 0.09, -0.18], [-0.14, -0.03, -0.85], [-0.77, -0.76, 0.58], [2.05, 1.17, 0.40], [-1.58, -0.38, -1.90], [0.26, 0.95, -1.04], [0.92, -0.51, 1.28], [0.17, -0.85, 0.24], [-0.95, -0.68, -0.74], [0.46, 0.30, 2.16], [0.04, 0.33, 0.60], [0.16, -0.27, -0.08], [0.01, 0.36, 0.20], [-0.40, -0.04, 0.01], [-0.21, 0.32, -0.87], [0.01, -0.21, 0.83], [-1.69, 0.17, -1.26], [1.93, 0.31, -0.31], [-0.36, -0.80, 0.71], [0.33, 2.29, 0.36], [0.46, -1.87, 0.33], [0.47, 1.05, -1.12], [-0.61, -0.77, -0.05], [-0.29, -1.20, 0.65], [-0.28, -0.17, -0.57], [0.34, 0.22, 0.03], [-0.27, 0.72, 0.11], [0.20, 0.28, 0.06], [-0.14, -0.05, 0.07], [-0.89, -1.65, -0.19], [-0.91, -0.46, -0.41], [1.08, 0.96, 0.33], [1.70, -2.42, -0.52], [-0.58, 1.48, 0.64], [0.36, 0.96, -0.32], [-2.40, 0.77, 1.12], [0.28, -0.94, -0.99], [1.26, 0.46, -0.01], [0.58, 0.79, 0.23], [-0.14, 0.10, 0.17], [-0.32, 0.01, -0.13], [-0.16, 0.19, 0.05], [0.01, -0.12, 0.14], [2.09, -0.08, -1.78], [-1.66, -0.16, 1.51], [0.48, 0.93, 0.72], [0.08, -1.02, -0.59], [0.97, 0.07, -1.05], [-1.82, -0.27, 1.02], [0.16, 1.46, 0.01], [0.81, 0.21, -0.32], [-0.87, -1.44, -0.09], [0.00, 0.08, -0.41], [0.21, -0.12, -0.18], [-0.07, 0.16, 0.01], [-0.51, 0.15, 0.75], [0.20, 0.04, 0.38], [-0.34, 0.31, -0.01], [-0.51, -0.32, 0.41], [0.52, 0.33, 0.49], [0.53, -0.87, -1.19], [-0.19, 0.44, 0.32]]}

***

Record 2
{"formula": "C38H34Br4N3O2SiV", "method": "wB97M-V/def2-TZVPD", "homo_ev": -13.7, "orbital_gap_ev": 6.160, "e_tot_ha": -13312.34535, "charge": 2, "species": ["V", "Br", "C", "C", "C", "Br", "C", "C", "C", "C", "N", "C", "C", "O", "H", "H", "H", "H", "C", "C", "C", "C", "C", "C", "Br", "C", "C", "Br", "C", "O", "C", "N", "H", "H", "H", "H", "H", "H", "C", "Si", "C", "N", "C", "C", "C", "C", "C", "C", "C", "C", "C", "C", "C", "C", "C", "C", "C", "C", "C", "H", "H", "H", "H", "H", "H", "H", "H", "H", "H", "H", "H", "H", "H", "H", "H", "H", "H", "H", "H", "H", "H", "H", "H"], "xyz": [[-0.82950, -0.04885, 0.32839], [-5.23620, 0.70494, -1.67253], [-4.85756, -0.46539, -0.26134], [-5.88755, -1.23616, 0.32488], [-5.62375, -2.09335, 1.36224], [-7.02349, -3.08978, 2.10369], [-4.30237, -2.22898, 1.88333], [-3.90168, -3.04515, 2.96266], [-2.59099, -3.03219, 3.36675], [-1.66319, -2.22011, 2.69578], [-2.00099, -1.46433, 1.66899], [-3.30012, -1.46185, 1.27764], [-3.58151, -0.59042, 0.21265], [-2.50367, 0.08344, -0.24611], [-6.89399, -1.13828, -0.05674], [-4.63103, -3.66397, 3.46770], [-2.26074, -3.63450, 4.20039], [-0.62826, -2.18494, 3.01315], [-1.95719, -2.09836, -2.33557], [-0.82500, -2.63750, -1.51995], [-0.31591, -3.92134, -1.82637], [0.69138, -4.48056, -1.09351], [1.23218, -3.76343, -0.00454], [2.26569, -4.20463, 0.86913], [3.08398, -5.86772, 0.57939], [2.67261, -3.43530, 1.92549], [2.09377, -2.16850, 2.15546], [2.59649, -1.14429, 3.64063], [1.14512, -1.70107, 1.29238], [0.53540, -0.49212, 1.37706], [0.68966, -2.49834, 0.23328], [-0.32030, -1.94598, -0.50642], [-2.90514, -2.42674, -1.90057], [-1.91122, -2.49987, -3.34578], [-1.96247, -1.01367, -2.38347], [-0.74690, -4.45376, -2.66221], [1.07395, -5.46261, -1.33704], [3.44285, -3.79046, 2.59539], [0.03503, 0.51140, -1.43977], [1.63414, 1.43480, -0.99105], [0.93179, 2.35441, 0.54109], [-0.51133, 1.97274, 0.66795], [-1.39451, 2.94251, -0.04889], [-1.41891, 4.31184, 0.63391], [-1.40783, 4.18049, 2.16326], [-1.95748, 2.81799, 2.56997], [-1.00210, 1.74299, 2.05864], [2.97214, 0.23356, -0.52505], [3.14895, -0.91581, -1.30619], [4.17225, -1.81250, -1.03959], [5.04756, -1.56751, 0.01180], [4.89715, -0.42927, 0.78845], [3.86586, 0.46205, 0.52049], [2.18663, 2.54918, -2.36039], [1.33280, 3.52027, -2.89742], [1.74911, 4.35405, -3.92051], [3.03671, 4.22704, -4.42773], [3.89810, 3.27167, -3.91218], [3.47614, 2.43787, -2.88639], [0.20944, -0.29717, -2.14213], [-0.69170, 1.19761, -1.88173], [1.01536, 3.43866, 0.46911], [1.45705, 2.03603, 1.44083], [-2.38970, 2.50315, -0.08233], [-1.03450, 3.02068, -1.07155], [-2.33334, 4.80507, 0.30143], [-0.59380, 4.93581, 0.29165], [-1.98962, 4.97799, 2.62101], [-0.38932, 4.28027, 2.54767], [-2.96441, 2.67194, 2.17291], [-2.02465, 2.71659, 3.65287], [-1.52735, 0.75492, 2.11486], [-0.13417, 1.63356, 2.70480], [2.49244, -1.11326, -2.14903], [4.29985, -2.69182, -1.65835], [5.85642, -2.25759, 0.21434], [5.58575, -0.23026, 1.59893], [3.77353, 1.34866, 1.13927], [0.32213, 3.63566, -2.51794], [1.07808, 5.09999, -4.32430], [3.36672, 4.87665, -5.22732], [4.90003, 3.17642, -4.30802], [4.16119, 1.69680, -2.49166]], "forces_ev_per_angstrom": [[-0.10, -0.10, 0.01], [0.03, -0.05, 0.06], [-0.06, 0.00, -0.07], [0.07, -0.04, 0.06], [0.04, 0.08, -0.09], [-0.04, -0.03, 0.02], [-0.02, -0.03, 0.06], [-0.02, 0.03, -0.04], [0.02, 0.04, -0.03], [0.02, -0.07, 0.07], [-0.07, 0.01, -0.12], [-0.05, -0.02, 0.03], [0.03, 0.14, -0.05], [-0.12, -0.02, 0.04], [-0.01, 0.00, 0.00], [0.00, 0.00, 0.01], [0.02, 0.00, 0.00], [-0.01, -0.02, 0.01], [0.01, 0.02, -0.02], [-0.02, -0.11, -0.08], [0.00, 0.06, 0.03], [0.00, 0.04, 0.03], [0.03, -0.06, -0.02], [-0.02, 0.06, 0.04], [0.02, -0.03, -0.01], [-0.05, 0.00, -0.05], [0.06, 0.02, 0.00], [-0.01, -0.02, -0.04], [-0.07, 0.13, 0.06], [0.18, -0.10, 0.00], [0.02, -0.03, 0.04], [0.06, -0.04, -0.02], [-0.01, 0.00, 0.00], [-0.01, 0.00, 0.00], [0.00, -0.01, 0.01], [-0.01, 0.00, -0.01], [0.00, 0.00, 0.00], [0.01, 0.00, 0.00], [0.14, 0.10, -0.04], [-0.04, 0.08, 0.04], [0.12, 0.02, -0.11], [0.01, -0.12, 0.09], [0.00, -0.04, -0.04], [0.00, 0.00, 0.01], [-0.01, 0.00, 0.00], [-0.01, 0.01, -0.02], [0.05, 0.05, 0.08], [-0.02, -0.07, -0.08], [0.01, -0.01, 0.02], [0.00, 0.02, 0.02], [0.02, -0.04, -0.01], [-0.02, 0.03, 0.00], [-0.01, 0.03, 0.04], [-0.07, 0.05, -0.02], [-0.01, -0.01, 0.01], [0.02, -0.02, 0.01], [0.00, 0.02, -0.02], [0.00, 0.00, 0.00], [0.03, -0.03, 0.02], [-0.03, -0.03, 0.02], [-0.01, 0.00, 0.00], [-0.03, 0.00, 0.03], [-0.01, -0.03, 0.00], [0.00, 0.03, 0.00], [-0.02, 0.02, 0.01], [0.00, 0.01, -0.01], [0.00, 0.00, 0.00], [0.00, 0.00, -0.01], [0.00, 0.00, 0.00], [0.00, 0.00, -0.01], [0.00, -0.01, 0.00], [-0.02, 0.08, 0.00], [0.00, -0.01, 0.00], [-0.01, 0.01, 0.00], [0.00, 0.00, 0.00], [0.00, -0.01, 0.00], [0.00, 0.00, 0.01], [0.00, 0.01, 0.00], [0.00, 0.01, -0.01], [-0.01, 0.00, 0.00], [0.00, 0.00, 0.00], [0.01, 0.00, 0.00], [0.00, 0.00, 0.00]]}